# 1
Here is C24H32N2O4S in the gas phase from OMol25. Energies are from the ωB97M-V functional and the def2-TZVPD basis.

Structure (XYZ):
```
63
Properties=species:S:1:pos:R:3:mulliken_charge:R:1
C 1.29 0.45 -0.92 -0.6913
C 5.59 -1.29 0.29 -1.0736
C 3.96 1.26 4.70 -1.3952
N -0.91 0.51 -2.80 0.0501
C -2.19 0.40 1.76 -0.2084
C 3.30 -1.42 -1.39 -0.6888
C 2.41 0.40 -0.11 -0.3441
H 3.33 0.61 5.31 0.3096
C -3.71 1.13 -1.83 -0.2921
C -4.76 -1.59 -2.08 -1.0515
H -5.84 0.96 -2.03 0.4121
H -5.30 1.38 -0.40 0.4147
C -1.50 -0.62 1.14 -0.2768
H -3.16 -1.83 -3.51 0.4308
H -4.15 0.42 -3.81 0.2732
H -2.08 1.69 -4.03 0.4849
H 3.56 2.26 4.74 0.3089
H -6.11 -0.97 -0.51 0.3547
H -5.52 -1.47 -2.86 0.3628
H -1.99 -1.23 0.39 0.2531
C -0.24 0.92 3.06 -0.3314
H 2.29 -1.19 2.19 0.2708
C 1.89 -0.36 2.79 -0.8710
H -4.75 -2.64 -1.78 0.4156
C -3.38 0.26 -3.05 0.7086
H -2.62 -1.39 -1.89 -0.0821
C 4.02 0.78 3.26 -0.5421
H 4.96 1.26 5.13 0.4562
S 2.56 1.64 1.19 1.6380
C -5.08 0.76 -1.27 -1.0167
H 4.42 -0.24 3.20 0.2040
C 0.01 -0.47 -2.94 0.3640
H 6.01 -1.08 -0.70 0.4173
C 2.17 -1.37 -2.19 -1.0669
H -3.70 2.19 -2.12 0.3364
N 2.71 0.83 2.64 0.2859
H -3.22 0.60 1.51 0.3870
C -2.04 0.65 -3.69 -1.7754
C -3.39 -1.21 -2.64 -0.4079
O 3.76 2.39 0.98 -0.8425
H 5.36 -2.35 0.38 0.3904
H 0.26 1.52 3.80 0.3816
C 0.46 -0.10 2.42 0.5637
H 1.94 -0.65 3.84 0.6742
H -4.40 -0.90 -0.08 0.0542
H -2.09 1.97 3.22 0.4118
H 0.35 -1.67 0.97 0.3259
H 0.56 1.20 -0.66 0.5451
C -1.56 1.17 2.73 -0.9274
H -2.95 0.99 -1.06 -0.0827
H -0.82 1.19 -2.06 0.2328
H 4.66 1.44 2.67 0.5019
O 1.33 2.37 1.19 -0.7565
H 6.32 -1.01 1.05 0.2538
H 2.06 -2.06 -3.01 0.4960
O 4.46 -0.48 0.54 -0.2966
C 1.16 -0.44 -1.98 0.3935
C -5.11 -0.71 -0.88 -0.2484
O -0.07 -1.32 -3.81 -0.7233
C -0.18 -0.87 1.46 -0.5896
H -1.84 0.00 -4.54 0.5664
H 4.06 -2.15 -1.59 0.4687
C 3.43 -0.52 -0.33 1.1837
```

Gap between HOMO and LUMO in hartree: 0.354
Spin multiplicity: 1

***

# 2
Here is 2 unconnected molecules or ions with the total composition C4H12S in a non-equilibrium geometry from OMol25. Energies are from the ωB97M-V functional and the def2-TZVPD basis.

Structure (XYZ):
```
17
Properties=species:S:1:pos:R:3:mulliken_charge:R:1
S 0.95 1.02 1.47 -0.0777
H -1.20 -1.56 -2.17 0.1415
C 1.85 0.92 3.01 -0.7777
H -0.21 -0.73 -4.17 0.2334
H 1.65 1.83 3.48 0.2746
H -1.33 -0.13 1.59 0.2968
H 1.71 0.06 3.69 0.2755
H 2.99 1.01 2.88 0.2652
H -1.22 -2.06 -4.80 0.3335
C -0.29 -0.36 1.47 -0.6442
H -0.04 -1.10 2.19 0.2851
H -0.23 -0.82 0.40 0.1050
H -1.70 -0.41 -4.92 0.2994
C -1.31 -1.18 -4.26 -0.9242
H -2.09 -0.17 -2.30 0.2209
C -2.00 -1.16 -2.91 -0.5545
H -3.06 -1.57 -3.20 0.2473
```

Gap between HOMO and LUMO in hartree: 0.344
Spin multiplicity: 1

***

# 3
Here is C3H4N4 in the gas phase in a non-equilibrium geometry from OMol25. Energies are from the ωB97M-V functional and the def2-TZVPD basis.

Structure (XYZ):
```
11
Properties=species:S:1:pos:R:3:mulliken_charge:R:1
H 0.73 -2.36 -0.75 0.2754
C -0.34 0.17 -0.83 -0.0202
H -0.66 -0.29 -1.75 0.3796
C 0.16 -0.65 0.22 0.4171
N -0.45 1.47 -0.74 -0.5599
H -0.70 -2.45 0.03 0.2804
H -0.07 3.01 0.55 0.3900
N 0.25 -2.05 0.08 -0.5523
C -0.03 1.94 0.43 0.0007
N 0.60 -0.06 1.32 -0.2100
N 0.51 1.27 1.45 -0.4009
```

Gap between HOMO and LUMO in hartree: 0.346
Spin multiplicity: 1

***

# 4
Here is a molecular structure, C32H46AlAsN5OPS from OMol25. Energies are from the ωB97M-V functional and the def2-TZVPD basis.

Structure (XYZ):
```
88
Properties=species:S:1:pos:R:3:mulliken_charge:R:1
H -5.51 -3.84 -1.91 0.4411
H -3.28 -2.76 4.39 0.4453
H 4.95 0.84 1.68 0.3294
H 3.07 -3.94 0.07 0.3756
H -6.68 3.41 -1.42 0.4505
H 0.23 3.96 -0.25 0.3067
H -0.31 0.78 -2.53 0.2393
H -3.81 0.44 -2.53 0.5940
H 0.57 2.91 -2.71 0.0987
H 6.45 0.76 -2.43 0.4366
C 5.67 1.02 -1.71 -0.6935
C -3.50 -4.55 -1.67 -0.6653
H 2.26 -1.41 -2.49 0.5913
N 2.88 0.45 1.46 0.4522
C 4.98 2.34 -2.01 -0.7043
H 2.87 2.81 -1.66 -0.1997
H 5.57 3.21 -1.73 0.3828
H -0.92 -2.75 -0.44 0.3667
H 4.58 -0.83 1.24 0.2704
C 3.69 2.26 -1.20 -0.2431
H -1.44 -5.00 -1.29 0.4505
H 5.06 -0.22 3.85 0.4412
C 1.76 -3.35 -1.57 -0.7884
H 3.77 -1.35 3.44 0.2750
C -2.92 -2.01 -0.71 -0.2192
H 2.59 0.36 4.74 0.4079
C -4.62 1.60 0.57 -0.4976
C -4.22 -2.32 -1.11 -0.5649
H -6.12 3.07 0.96 0.4546
C -1.13 3.89 -1.81 -0.6341
H 1.30 -0.15 2.77 0.0626
H -0.84 4.90 -2.10 0.4644
C -1.92 -2.98 -0.78 0.3292
N 2.14 -1.33 -0.38 0.6751
C -2.99 -1.70 2.54 -0.7165
H 6.12 1.04 -0.71 0.2572
C 4.51 0.03 -1.73 -0.5335
H 2.57 -3.73 -2.19 0.3701
H 0.73 -2.22 0.95 -0.0428
C -4.28 1.05 -1.75 -0.2894
C -5.91 2.70 -1.14 -0.5456
C 4.25 0.02 1.84 -0.3443
H 0.61 -1.52 -1.83 -0.2819
C -5.26 1.97 -2.12 -1.0310
H -5.52 2.09 -3.16 0.4514
H -1.31 3.98 0.26 0.3953
H -1.33 1.05 4.69 0.5132
H -2.21 -1.00 5.75 0.4387
H 0.84 -3.82 -1.92 0.3014
O 1.03 1.07 -0.19 0.2648
C -5.60 2.51 0.20 -0.7841
H -3.45 -2.48 1.94 0.5152
S -1.32 1.97 2.00 -0.6563
C 1.66 -1.82 -1.68 -0.0802
P 2.34 0.25 -0.05 -1.1955
C 2.03 -3.65 -0.08 -0.9066
H 3.83 2.63 -0.18 0.4089
C 4.11 -0.32 3.32 -0.7776
C -2.89 -1.87 3.91 -0.8153
N -0.89 1.52 -2.15 -0.1568
C 1.78 -2.32 0.65 0.0838
C -4.50 -3.59 -1.60 -0.7411
H -0.86 2.95 -3.75 0.4925
H 4.75 2.41 -3.07 0.3352
C -1.89 0.45 2.71 0.8541
H 1.41 -4.45 0.32 0.3856
C -2.50 -0.55 1.94 0.0610
H -1.85 1.30 -2.42 0.2382
H -4.38 1.46 1.62 0.4378
Al -0.66 1.53 -0.11 -0.0120
N 3.38 0.80 -1.17 0.4198
C -2.29 -0.88 4.68 -0.7529
C 3.04 0.65 3.80 -0.7261
H -3.73 -5.54 -2.04 0.4102
As -2.49 -0.30 0.05 1.3795
C -2.21 -4.25 -1.25 -0.8130
H -5.01 -1.59 -1.04 0.4409
H 3.46 1.65 3.93 0.3445
H 4.69 -0.88 -1.15 0.3266
H 2.40 -2.20 1.53 0.1562
C -3.96 0.87 -0.41 0.4209
H 4.28 -0.27 -2.76 0.4059
H -2.22 3.82 -1.84 0.2767
C -0.51 2.84 -2.72 -0.3640
H 1.48 1.60 2.58 -0.0230
C 2.03 0.66 2.66 0.0715
C -1.79 0.27 4.09 -0.8502
N -0.69 3.56 -0.43 -0.1482
```

Net charge: +2
Gap between HOMO and LUMO in hartree: 0.318
Spin multiplicity: 1